(1)
Molecular formula: C2H4N2OS
Method: DFT, ωB97M-V/def2-TZVPD

Each line ends with the Mulliken charge.
CARTESIAN COORDINATES (ANGSTROEM)
N (-1.904, -0.331, -0.196)  -0.193
H (-0.537, 1.127, 0.574)  0.294
H (-3.739, 0.327, -0.524)  0.278
C (-0.711, 0.097, 0.216)  -0.039
C (2.189, 0.142, 0.143)  0.108
H (-2.665, 1.495, -0.058)  0.265
S (0.746, -0.952, -0.037)  -0.105
O (2.130, 1.298, -0.188)  -0.419
H (3.112, -0.433, 0.361)  0.321
N (-2.954, 0.458, 0.138)  -0.508

SMILES: N/N=C/SC=O
Charge: 0
Orbital gap, Ha: 0.333



(2)
Molecular formula: C2H4N2OS
Method: DFT, ωB97M-V/def2-TZVPD

Each line ends with the Mulliken charge.
CARTESIAN COORDINATES (ANGSTROEM)
N (-1.931, 0.972, -0.256)  -0.379
O (2.568, -0.881, -0.454)  -0.492
H (-1.833, -2.131, -0.040)  0.241
N (2.019, 1.600, -0.083)  -0.407
H (-2.435, 1.582, 0.309)  0.287
C (-1.177, -1.327, 0.221)  -0.925
H (-0.280, -1.819, 0.494)  0.255
C (-1.475, -0.078, 0.056)  0.555
S (1.542, 0.151, -0.219)  0.593
H (3.003, 1.931, -0.026)  0.273

Charge: 0
Orbital gap, Ha: 0.311



(3)
Molecular formula: C2H4N2OS
Method: DFT, ωB97M-V/def2-TZVPD

Each line ends with the Mulliken charge.
CARTESIAN COORDINATES (ANGSTROEM)
H (0.029, 2.617, 1.371)  0.190
H (-0.893, -1.158, -0.123)  0.438
O (-0.770, -1.998, -0.412)  -0.295
N (0.449, -2.062, -0.921)  -0.303
H (-1.497, 1.833, 1.939)  0.269
H (2.082, -1.261, -1.513)  0.380
S (0.832, 0.585, -0.693)  -0.014
C (-0.726, 1.700, 1.155)  -0.158
C (1.179, -1.006, -1.003)  -0.032
N (-0.685, 0.750, 0.201)  -0.475

SMILES: C=NS/C=N\O
Charge: 0
Orbital gap, Ha: 0.308



(4)
Molecular formula: C2H4N2OS
Method: DFT, ωB97M-V/def2-TZVPD

Each line ends with the Mulliken charge.
CARTESIAN COORDINATES (ANGSTROEM)
H (0.703, 0.986, -1.180)  0.216
C (-1.892, 0.091, 0.366)  0.177
H (0.825, -1.851, 0.820)  0.498
C (0.568, -1.054, 0.169)  -0.217
H (2.251, 1.475, -0.562)  0.220
N (1.674, -0.267, 0.141)  -0.320
N (1.507, 0.904, -0.414)  -0.227
O (-2.962, 0.503, -0.203)  -0.465
H (-1.806, 0.065, 1.610)  0.280
S (-0.868, -0.851, -0.747)  -0.163

SMILES: N/N=C\SC=O
Charge: 0
Orbital gap, Ha: 0.342



(5)
Molecular formula: C2H4N2OS
Method: DFT, ωB97M-V/def2-TZVPD

Each line ends with the Mulliken charge.
CARTESIAN COORDINATES (ANGSTROEM)
C (1.131, 0.018, 0.410)  0.047
H (-1.676, 1.618, -0.186)  0.311
H (0.771, -0.020, 1.464)  0.321
H (-3.582, 0.476, 0.172)  0.222
N (-3.270, -0.512, -0.097)  -0.546
S (2.621, -0.215, -0.093)  -0.248
H (-1.408, -1.377, -0.020)  0.313
N (-1.231, 0.700, 0.211)  -0.355
O (0.086, 0.499, -0.391)  -0.180
C (-2.003, -0.445, -0.012)  0.114

SMILES: [H]/N=C\NOC=S
Charge: 0
Orbital gap, Ha: 0.346



(6)
Molecular formula: C2H4N2S
Method: DFT, ωB97M-V/def2-TZVPD

Each line ends with the Mulliken charge.
CARTESIAN COORDINATES (ANGSTROEM)
C (-3.144, 0.032, 0.292)  0.467
H (0.390, 1.198, 1.419)  0.300
H (0.526, -0.469, 0.808)  0.260
S (-0.866, 0.911, -0.457)  0.099
N (-4.296, 0.061, 0.241)  -0.415
N (-1.865, 0.026, 0.410)  -0.398
H (1.547, 0.782, 0.227)  0.367
C (0.591, 0.572, 0.622)  -0.800
H (-1.797, -1.756, 0.097)  0.120

Charge: 0
Orbital gap (spin up / spin down), Ha: 0.303 / 0.276



(7)
Molecular formula: C2H4N2S2
Method: DFT, ωB97M-V/def2-TZVPD

Each line ends with the Mulliken charge.
CARTESIAN COORDINATES (ANGSTROEM)
N (-0.648, -1.212, -0.007)  -0.525
S (-0.454, 1.378, 0.543)  -0.144
N (1.893, 0.081, -2.205)  -0.457
S (-1.730, 1.587, 2.400)  -0.206
H (-0.790, -2.055, -0.509)  0.219
H (2.843, -0.271, -2.282)  0.287
C (1.257, -0.183, -1.201)  0.283
H (-1.603, -0.978, 0.205)  0.184
C (0.177, -0.139, -0.398)  0.206
H (-0.945, 1.792, 3.453)  0.153

SMILES: N=C=C(N)SS
Charge: 0
Orbital gap, Ha: 0.244



(8)
Molecular formula: C2H4N2S2
Method: DFT, ωB97M-V/def2-TZVPD

Each line ends with the Mulliken charge.
CARTESIAN COORDINATES (ANGSTROEM)
H (-2.603, 0.327, 0.525)  0.272
N (-0.813, -0.498, -0.430)  -0.023
H (1.792, -0.695, 1.489)  0.226
H (-0.998, 1.479, 0.643)  0.346
S (3.997, -0.438, -0.282)  -0.158
S (1.255, 1.126, -0.455)  0.001
C (2.416, -0.080, 0.250)  -0.161
C (-0.408, 0.668, 0.219)  -0.231
H (-2.517, -1.058, -1.799)  0.264
N (-2.122, -0.831, -0.160)  -0.535

Charge: 0
Orbital gap, Ha: 0.260



What calculated total energy values result from the calculations? In sequence: -17999.5691 -17998.7874 -17997.3392 -17998.8247 -17998.5876 -15949.4163 -26786.1516 -26780.0592 eV.